Here is C21H21IrN5O2 as an isolated structure from the OMol25 dataset. Energies are from ωB97M-V/def2-TZVPD.

The geometry in ORCA input format:
```
! RIJCOSX wB97M-V def2-TZVPD def2/J DEFGRID3
* xyz 4 6
N -1.098 -0.738 1.292
C -1.769 -1.419 1.911
C -2.685 -1.987 2.830
H -2.167 -2.306 3.737
H -3.209 -2.834 2.393
H -3.385 -1.180 3.061
N -0.857 -0.126 -3.382
C -1.066 -0.325 -4.501
C -1.420 -0.541 -5.885
H -1.961 -1.464 -5.921
H -0.482 -0.676 -6.429
H -1.993 0.304 -6.263
N 2.792 -0.298 0.993
C 3.874 -0.208 0.603
C 5.246 0.104 0.362
H 5.314 0.986 -0.257
H 5.759 -0.706 -0.139
H 5.730 0.272 1.319
Ir -0.131 -0.256 -1.098
C 1.130 0.888 -1.845
O 1.805 1.698 -2.342
C -1.731 0.791 -1.109
O -2.734 1.374 -1.195
C -0.895 -2.526 -0.748
C 0.153 -2.422 0.177
C 1.405 -2.075 -0.213
C 1.685 -1.788 -1.552
C 0.737 -2.238 -2.476
C -0.520 -2.616 -2.089
H -1.923 -2.687 -0.397
H 0.038 -2.533 1.258
H 2.138 -2.067 0.588
H 2.680 -1.441 -1.835
H 1.023 -2.281 -3.542
H -1.277 -2.977 -2.807
N 1.265 2.686 2.021
C 1.336 1.908 0.924
N 0.171 1.398 0.620
C -0.756 1.822 1.584
C -2.134 1.655 1.802
C -2.757 2.355 2.850
C -1.963 3.041 3.807
C -0.590 3.190 3.617
C -0.037 2.604 2.502
H 1.995 3.272 2.372
H 2.267 1.794 0.386
H -2.708 1.001 1.140
H -3.856 2.355 2.900
H -2.475 3.465 4.670
H 0.036 3.753 4.305
*
```

Values from the calculation:
ΔE to the lowest compared entry with this formula, charge and spin, eV: 0.000
⟨S²⟩: 8.77
Strongest force on any atom, eV/Å: 7.36
HOMO-LUMO gap (alpha / beta), eV: 5.10 / 3.44

Here is the molecule C8H11IS from the OMol25 dataset. Energies are from ωB97M-V/def2-TZVPD.

The geometry in ORCA input format:
```
! RIJCOSX wB97M-V def2-TZVPD def2/J DEFGRID3
* xyz 0 1
C -0.147 0.598 0.243
C 2.094 -0.705 0.231
C -0.871 -0.488 0.421
C 1.574 -1.861 -0.101
C -2.267 -0.655 0.770
C 2.255 -3.180 -0.297
C -0.465 2.708 -0.849
C -0.336 1.980 0.491
S -0.238 -2.118 -0.139
I 3.865 0.271 0.215
H -2.454 -1.111 1.867
H -2.828 0.373 0.805
H -2.848 -1.190 -0.016
H 2.379 -3.568 -1.464
H 3.368 -3.172 0.072
H 1.606 -3.935 0.184
H -1.010 3.657 -0.718
H -1.111 2.087 -1.516
H 0.456 2.883 -1.417
H -1.304 1.972 1.070
H 0.433 2.598 1.167
*
```

Values from the calculation:
ΔE to the lowest compared entry with this formula, charge and spin, eV: 4.687
Strongest force on any atom, eV/Å: 4.78
HOMO-LUMO gap, eV: 7.28